Entry 1:
44
Properties=species:S:1:pos:R:3:forces:R:3 method="wB97M-V/def2-TZVPD" lumo_energy_ev=-2.178
C -3.240 -0.948 -2.124 0.1 0.9 -0.3
B -2.876 0.651 -1.935 -2.6 0.1 -0.4
O -3.759 1.702 -2.550 1.7 -1.7 2.8
C -1.535 1.155 -1.061 0.1 -0.4 -2.5
S -2.083 0.875 0.689 -4.3 -2.7 5.0
C -1.498 2.176 1.931 0.1 0.7 1.5
O -1.766 -0.509 1.298 0.4 4.2 -2.8
O -3.658 0.991 0.691 5.0 0.7 -1.4
N -1.337 2.541 -1.626 5.5 1.7 -1.6
C -0.083 2.751 -2.213 -0.2 -2.1 1.6
C 0.953 1.439 -2.106 -2.5 1.1 0.6
C 1.960 1.964 -0.927 4.0 1.7 4.9
O 3.302 1.808 -1.002 -7.9 0.5 -0.4
O 1.305 2.621 0.252 2.0 -3.5 -6.6
C -0.262 0.357 -1.717 0.5 -1.0 -1.6
C 0.148 -1.142 -1.197 -0.4 -1.7 0.5
C 1.281 -1.210 -0.027 0.9 0.9 -0.3
C 1.316 -2.597 0.853 -2.1 -1.2 -2.6
F 1.525 -3.689 -0.176 -0.4 2.8 3.0
F -0.023 -2.954 1.458 4.6 1.2 -1.4
C 2.572 -2.747 1.882 1.6 -4.9 -1.7
F 2.455 -4.074 2.591 0.4 4.3 -2.8
F 3.871 -2.841 1.119 -4.7 0.6 2.2
S 2.791 -1.437 3.171 2.7 1.9 4.8
F 2.363 -2.605 4.390 0.4 3.0 -2.2
F 4.442 -1.972 3.399 -3.4 1.1 -0.5
F 3.412 -0.260 2.095 -2.0 -2.6 1.9
F 1.187 -0.861 3.101 3.3 -1.3 -0.3
F 3.071 -0.328 4.453 -0.8 -2.1 -2.7
H -2.462 -1.402 -2.894 -1.8 0.5 1.6
H -3.140 -1.440 -1.052 -0.2 0.8 -2.3
H -4.349 -0.983 -2.544 2.5 -0.3 0.9
H -4.067 2.289 -1.799 0.4 -0.8 -1.2
H -2.088 1.929 2.939 1.0 0.1 -2.5
H -1.842 3.255 1.615 0.9 -2.3 0.3
H -0.359 2.093 2.206 -2.2 0.2 -1.2
H -1.961 3.377 -1.671 0.2 -1.5 0.5
H 0.363 3.708 -2.715 -1.7 -1.6 1.2
H 1.484 1.111 -3.123 -1.2 1.1 2.4
H -0.686 0.112 -2.809 0.8 0.6 2.2
H 0.543 -1.796 -2.112 -0.9 1.7 1.9
H -0.806 -1.737 -0.795 1.9 1.6 -0.9
H 2.340 -1.141 -0.574 -2.2 -0.3 1.4
H 1.194 -0.233 0.619 0.2 -2.2 -0.9


Entry 2:
10
Properties=species:S:1:pos:R:3:forces:R:3 method="wB97M-V/def2-TZVPD" lumo_energy_ev=-0.079 e_above_lowest_ev=0.7273
N -0.685 -0.974 0.638 -0.4 -3.1 2.1
N 1.302 -0.611 -0.463 0.3 0.3 -0.4
N -0.556 1.425 0.297 0.3 1.2 -5.1
O -0.802 -0.159 -2.031 0.0 0.5 1.3
P -0.303 -0.054 -0.646 1.1 2.9 -0.5
S 1.005 -1.352 1.138 -0.8 0.9 -1.3
H -1.306 -1.804 0.603 0.8 0.9 -0.2
H 2.148 -0.083 -0.777 -1.0 -0.7 1.0
H -0.473 1.168 1.217 0.2 -0.1 2.6
H -0.330 2.444 0.026 -0.4 -2.7 0.5


Entry 3:
69
Properties=species:S:1:pos:R:3:forces:R:3 method="wB97M-V/def2-TZVPD" charge=-1 lumo_energy_ev=-3.598 e_above_lowest_ev=17.7134
Y -11.820 -27.146 34.781 0.6 -1.1 1.8
Cl -9.816 -31.521 35.249 3.8 -2.4 1.6
O -10.239 -30.427 34.350 -1.1 1.2 -0.2
O -9.736 -32.753 34.525 -1.6 -0.1 -1.4
O -8.443 -31.326 35.672 -1.0 1.5 0.1
O -10.666 -31.682 36.383 -0.9 1.0 -0.3
Cl -6.656 -26.204 34.128 1.8 0.1 4.5
O -6.342 -24.990 34.856 -0.2 -0.1 -1.0
O -6.066 -27.311 34.777 0.6 -1.1 1.2
O -8.055 -26.395 34.172 -4.4 -0.1 -0.1
O -6.223 -26.221 32.828 1.1 1.2 -4.7
N -7.124 -27.697 39.060 -3.4 2.2 0.4
S -8.828 -27.425 39.206 -1.6 -2.6 -2.1
O -9.575 -27.382 37.910 1.4 1.1 1.9
O -9.365 -26.775 40.385 0.6 -0.1 -1.9
F -8.974 -28.913 39.514 -1.2 -2.0 0.7
S -6.805 -26.387 39.852 5.0 5.6 2.8
O -6.707 -26.415 41.340 -0.2 -0.7 -3.4
O -7.270 -25.086 39.323 -0.4 -2.4 0.5
F -5.235 -26.245 39.376 -0.7 -0.8 0.6
N -14.134 -28.249 36.622 -0.5 2.2 3.6
S -14.562 -27.664 38.222 3.2 5.1 4.0
O -13.691 -28.174 39.268 -2.0 -0.4 -1.9
O -15.913 -27.178 38.535 2.3 -2.0 -1.4
F -13.803 -26.235 37.994 -0.2 -0.3 -0.8
S -15.309 -29.288 36.752 -2.9 -5.7 -5.4
O -16.619 -28.890 36.323 0.8 0.9 0.5
O -15.298 -30.355 37.716 0.9 1.6 0.3
F -14.747 -29.995 35.418 -0.1 -0.7 -0.3
C -17.775 -28.034 30.309 0.6 -2.0 -1.5
C -16.814 -27.965 29.101 -1.5 1.5 -0.9
O -15.598 -27.717 29.693 3.1 0.0 0.8
C -15.601 -27.989 31.027 4.2 -0.5 0.8
O -14.566 -28.082 31.763 -4.3 0.8 -2.9
O -16.832 -28.239 31.335 -1.1 0.2 3.2
H -18.229 -29.023 30.245 -0.9 0.4 0.1
H -18.492 -27.226 30.451 0.4 0.0 0.3
H -16.959 -27.097 28.457 -0.5 -0.1 -0.1
H -16.837 -28.837 28.447 0.3 -0.3 0.4
C -11.526 -22.152 29.107 0.1 1.1 -0.8
C -11.825 -23.361 28.341 -0.3 -0.9 -2.7
O -12.213 -24.353 29.299 -2.0 -1.2 -4.4
C -11.771 -24.002 30.396 2.2 -0.4 8.1
O -11.727 -24.711 31.445 -0.2 2.6 -3.5
O -11.301 -22.701 30.342 0.5 -1.0 2.9
H -12.312 -21.397 29.127 -0.2 -0.1 0.2
H -10.637 -21.695 28.673 0.1 0.2 0.4
H -10.916 -23.735 27.869 -0.1 -0.1 -0.1
H -12.581 -23.187 27.574 -0.1 -0.5 0.2
C -9.544 -20.416 35.909 0.6 1.5 1.3
C -9.669 -20.719 37.406 0.8 2.4 -0.1
O -10.321 -21.907 37.401 -0.7 -3.2 1.8
C -10.384 -22.493 36.222 -3.6 -2.4 -0.6
O -10.996 -23.582 36.006 2.7 3.5 0.4
O -10.024 -21.590 35.309 0.5 -0.7 -1.7
H -8.512 -20.138 35.694 0.0 -0.7 -0.6
H -10.123 -19.519 35.692 -0.5 -0.4 -0.6
H -10.277 -19.978 37.927 -0.2 -0.1 0.0
H -8.704 -20.708 37.912 0.0 -0.7 0.0
C -16.019 -20.957 33.593 0.1 -0.7 0.8
C -16.360 -21.710 32.325 0.3 0.6 0.3
O -15.665 -22.940 32.565 -0.9 0.9 -5.7
C -15.396 -23.114 33.777 0.1 -3.2 3.6
O -15.017 -24.195 34.180 0.4 1.2 0.4
O -15.773 -22.078 34.504 0.1 1.6 0.9
H -16.842 -20.364 33.993 0.3 0.0 0.0
H -15.080 -20.409 33.513 -0.2 0.2 0.0
H -15.962 -21.199 31.448 -0.1 -0.4 -0.1
H -17.437 -21.853 32.246 0.1 -0.4 -0.2


| no. | E_HOMO (Ha) | DFT total energy (eV) |
| --- | --- | --- |
| 1 | -0.3379 | -70168.828 |
| 2 | -0.3196 | -26706.802 |
| 3 | -0.2264 | -153283.582 |